Model P:
This record from OMol25 describes the ion C5H8NO2 with charge +1. The level of theory is ωB97M-V with the def2-TZVPD basis set.

The geometry in XYZ format:
```
16
Properties=species:S:1:pos:R:3:nbo_charge:R:1
C 1.73695 -0.97552 0.68853 0.984
C -0.62346 1.33972 -0.37673 -0.424
C 0.51791 1.39043 0.76404 -0.220
C -0.44770 -0.18480 -0.83024 0.069
C -0.96631 -1.33958 -0.01909 -0.718
N 1.54939 0.25579 0.33102 -0.171
O 1.99300 -2.03809 0.72627 -0.256
O 1.04192 -0.15413 -0.92598 -0.308
H -1.52543 1.79751 -0.11476 0.262
H -0.21293 1.91881 -1.17867 0.232
H 1.06421 2.36597 0.52445 0.270
H 0.13592 1.18340 1.79802 0.252
H -0.87324 -0.28196 -1.85499 0.261
H -0.56827 -2.26532 -0.59084 0.251
H -2.15012 -1.40056 0.09871 0.288
H -0.67184 -1.61167 0.96024 0.228
```

## Properties
SMILES = C[C@H]1CC[N+](=C=O)O1
LUMO level = -4.86 eV
net charge = +1
HOMO-LUMO gap = 11.232 eV

***

Model Q:
This record from OMol25 describes the ion C5H8NO2 with charge +1. The level of theory is ωB97M-V with the def2-TZVPD basis set.

The geometry in XYZ format:
```
16
Properties=species:S:1:pos:R:3:nbo_charge:R:1
C -2.05753 0.05470 -0.03924 1.003
C 0.96350 0.83098 -0.22664 -0.434
C -0.30275 1.67339 -0.11959 -0.232
C 0.65708 -0.43692 0.65526 0.053
C 0.44329 -1.72318 -0.10317 -0.684
N -1.21260 0.82006 0.47260 -0.174
O -2.75213 -0.73483 -0.43973 -0.252
O -0.49929 -0.06839 1.38807 -0.271
H 1.25774 0.47603 -1.20647 0.248
H 1.79253 1.35412 0.24292 0.257
H -0.32532 2.62419 0.23076 0.255
H -0.75375 1.81697 -1.17032 0.241
H 1.55047 -0.48322 1.35468 0.258
H 1.08464 -2.54802 0.24572 0.267
H 0.75328 -1.46904 -1.16258 0.224
H -0.59915 -2.18684 -0.12229 0.242
```

## Properties
SMILES = C[C@H]1CC[N+](=C=O)O1
LUMO level = -5.64 eV
net charge = +1
HOMO-LUMO gap = 10.381 eV

***

Which one is most stable, and which one is least stable? model Q is the most stable of them, while model P is the least stable.

***

Model P:
This record from OMol25 describes a cluster of 2 separate species, C8H14N in total. The level of theory is ωB97M-V with the def2-TZVPD basis set.

The geometry in XYZ format:
```
23
Properties=species:S:1:pos:R:3:nbo_charge:R:1
C 2.56449 -1.96835 1.92373 -0.206
C -0.15491 -0.39977 2.80324 -0.435
C 1.45656 -1.67156 1.23984 -0.379
C 0.48697 -0.78198 1.74773 0.342
C 0.80931 0.57740 -0.92450 -0.243
C -0.45131 -0.16305 -1.17213 -0.042
C -1.70102 1.94466 -1.93862 -0.619
C -1.62732 0.42110 -1.92421 -0.418
N -0.12942 0.33713 0.14534 -0.456
H 3.26632 -2.69768 1.55721 0.230
H 2.77990 -1.51747 2.87839 0.216
H -0.86067 0.41095 2.84286 0.255
H -0.00257 -0.92568 3.73692 0.277
H 1.25136 -2.14247 0.28851 0.244
H 1.74197 0.03178 -0.87070 0.232
H 0.92190 1.59704 -1.26408 0.238
H -0.37682 -1.24171 -1.26511 0.227
H -1.83012 2.36091 -0.94093 0.195
H -2.55980 2.24944 -2.52961 0.248
H -0.81931 2.38447 -2.39767 0.213
H -1.56022 0.05803 -2.95125 0.240
H -2.54551 0.01550 -1.49385 0.226
H -0.65976 1.12131 0.50891 0.416
```

## Properties
LUMO level = -4.32 eV
net charge = +1
HOMO-LUMO gap = 9.781 eV

***

Model Q:
This record from OMol25 describes a cluster of 2 separate species, C8H14N in total. The level of theory is ωB97M-V with the def2-TZVPD basis set.

The geometry in XYZ format:
```
23
Properties=species:S:1:pos:R:3:lowdin_charge:R:1
C -0.62372 -1.38994 -1.06964 0.028
C -1.53277 -1.44251 -0.01596 0.102
C -0.22461 -0.28227 -0.42233 0.126
C -1.56386 0.03580 0.28514 -0.441
C -1.49267 0.36607 1.79602 0.009
C -2.51758 0.80890 -0.64884 0.005
C 2.75464 -0.60405 -1.08865 -0.100
C 2.10876 1.03249 0.44124 -0.189
N 1.97812 -0.29478 0.11360 -0.012
H -0.06633 -2.03878 -1.70821 0.123
H -1.62163 -2.23382 0.66473 0.139
H -0.55548 0.11851 2.15237 0.057
H -2.25889 -0.25557 2.28585 0.108
H -1.75145 1.40698 1.93478 0.092
H -2.20442 1.86384 -0.55579 0.104
H -3.49740 0.66278 -0.22895 0.087
H -2.49033 0.29628 -1.67356 0.124
H 2.71507 0.07804 -1.89206 0.068
H 2.36869 -1.62831 -1.50647 0.115
H 3.82512 -0.77787 -0.69358 0.146
H 2.96744 0.99758 1.14198 0.133
H 1.29945 1.55235 0.98596 0.102
H 2.38382 1.72829 -0.29764 0.076
```

## Properties
LUMO level (spin up / spin down) = -5.30 / -5.74 eV
net charge = +1
HOMO-LUMO gap (spin up / spin down) = 8.311 / 7.828 eV

***

Which one is most stable, and which one is least stable? model P is the most stable of them, while model Q is the least stable.